DFT (the ωB97M-V functional and the def2-TZVPD basis) results for a 12-piece molecular cluster, C32H53N5O7 overall in a non-equilibrium geometry.

charge	0
frontier orbital gap	9.336	eV
structure (SMILES)	c1ccncc1.c1ccncc1.c1ccncc1.c1ccncc1.c1ccncc1.CO.CO.CO.CO.CO.CO.CO
strongest force on any atom	0.074	Eh/bohr

Structure (XYZ):
```
97
Properties=species:S:1:pos:R:3:forces:R:3:lowdin_charge:R:1
C 2.6866 3.5848 -2.2823 -1.0 -1.4 -1.0 -0.08
C 1.5246 3.3863 -1.5135 0.2 -1.2 -0.3 -0.05
C 0.7388 2.2232 -1.7580 2.2 1.2 -1.4 -0.08
N 1.0773 1.3729 -2.7728 -1.6 -0.2 1.6 0.03
C 2.1453 1.5332 -3.5286 -0.2 2.0 0.7 -0.13
C 2.9495 2.6734 -3.3178 0.2 0.0 0.1 -0.05
H 3.3955 4.3941 -2.1881 -0.3 0.3 0.4 0.10
H 1.2980 4.0421 -0.6859 -0.2 0.1 0.0 0.11
H -0.1507 2.0375 -1.1743 -0.1 -0.2 -0.1 0.09
H 2.2051 0.8213 -4.3386 0.7 0.1 -0.1 0.10
H 3.7930 2.9152 -3.9476 0.1 -0.4 -0.2 0.10
C 4.8645 -1.7311 0.0815 -1.3 -0.2 1.9 -0.04
C 3.9727 -2.7596 0.5057 1.0 0.4 -1.1 -0.08
C 3.1660 -2.6410 1.6220 0.8 2.1 0.2 -0.13
N 3.2232 -1.5154 2.3845 1.6 0.9 -1.0 0.04
C 4.1463 -0.5177 2.0512 -1.4 -2.5 -0.7 -0.09
C 4.9872 -0.6101 0.9231 -0.9 -0.6 -0.2 -0.06
H 5.3688 -1.7943 -0.8714 0.2 -0.1 0.1 0.10
H 3.9417 -3.6548 -0.0976 -0.3 -0.1 -0.1 0.10
H 2.4022 -3.3682 1.8548 0.1 -0.1 0.3 0.11
H 4.0512 0.3753 2.6511 0.4 0.0 0.1 0.09
H 5.6349 0.1985 0.6182 0.0 0.2 0.3 0.10
C -3.1338 1.9966 -2.1457 0.0 1.1 0.5 -0.06
C -3.0422 1.0172 -1.1487 -0.3 0.9 -1.8 -0.08
C -3.2286 1.4259 0.1346 0.0 1.3 1.6 -0.14
N -3.4098 2.7362 0.5226 0.6 -1.8 -0.8 0.07
C -3.3450 3.6503 -0.4435 0.6 -0.1 0.6 -0.18
C -3.1965 3.3716 -1.7945 -0.8 -2.0 -0.4 -0.07
H -3.1840 1.6468 -3.1663 0.3 0.3 -0.2 0.10
H -2.9017 0.0099 -1.5121 0.0 -0.3 0.6 0.10
H -3.1882 0.6874 0.9216 -0.1 0.1 0.2 0.07
H -3.2866 4.6581 -0.0598 -0.4 0.3 -0.2 0.10
H -3.3460 4.1292 -2.5496 0.4 0.1 0.0 0.09
C 2.5650 2.5841 1.9136 1.6 1.4 -0.6 -0.05
C 3.4140 2.4439 0.7728 -1.3 0.9 1.4 -0.09
C 4.2237 3.5329 0.4282 0.3 0.4 1.2 -0.19
N 4.3917 4.6441 1.1686 -1.5 -0.5 1.2 0.06
C 3.6252 4.7453 2.3263 1.5 -1.1 -2.0 -0.12
C 2.7380 3.7534 2.7169 -0.4 -0.5 -1.1 -0.07
H 1.7893 1.8791 2.1737 0.1 -0.3 0.0 0.09
H 3.3475 1.5858 0.1204 0.0 0.0 0.0 0.09
H 4.8133 3.5094 -0.4763 0.1 -0.1 -0.1 0.09
H 3.8413 5.6170 2.9263 -0.2 0.1 0.0 0.10
H 2.0925 3.9544 3.5591 0.0 -0.3 0.2 0.10
C -5.8010 -0.7861 1.8352 -0.7 -0.1 -1.7 -0.06
C -4.6187 -1.3812 1.4376 0.2 0.1 2.2 -0.13
C -4.5313 -2.0965 0.2946 -2.6 -0.6 -2.4 -0.14
N -5.6069 -2.2219 -0.5835 -0.1 0.5 0.9 0.06
C -6.7887 -1.5809 -0.2856 3.6 0.4 1.2 -0.12
C -6.8397 -0.8124 0.8938 -0.5 0.0 0.3 -0.08
H -5.8918 -0.2842 2.7872 0.0 0.2 -0.1 0.11
H -3.8009 -1.3587 2.1426 0.4 0.0 -0.2 0.10
H -3.6359 -2.6391 0.0296 0.1 0.0 -0.2 0.08
H -7.5792 -1.5335 -1.0200 0.0 -0.4 -0.1 0.10
H -7.7146 -0.2058 1.0759 -0.3 -0.1 0.1 0.09
C 2.4997 0.6081 5.0525 -0.3 0.3 0.3 -0.15
O 1.6076 -0.1546 4.2220 0.8 1.1 1.0 -0.14
H 3.4369 0.1102 5.3012 -0.2 -0.6 0.1 0.08
H 2.8417 1.5344 4.5908 -0.3 0.3 -0.3 0.05
H 1.9873 0.8719 5.9777 0.0 -0.1 0.0 0.08
H 2.2357 -0.5394 3.6064 -0.3 -1.0 -0.9 -0.01
C -1.8744 0.9677 3.8397 0.4 0.3 0.1 -0.15
O -0.7338 1.8124 3.9145 0.1 0.5 -0.5 -0.14
H -2.0929 0.6327 4.8536 -0.6 -0.1 -0.1 0.08
H -2.6575 1.5811 3.3939 -0.2 0.0 0.4 0.07
H -1.7758 0.1068 3.1784 0.4 -0.2 0.0 0.05
H 0.0575 1.3371 4.1781 -0.1 -0.6 -0.1 0.02
C -2.5370 -3.3967 -2.6318 0.2 -0.1 -0.1 -0.14
O -2.7880 -4.7646 -3.0404 0.4 1.1 0.0 -0.12
H -1.7323 -3.3545 -1.8978 -0.3 -0.1 0.5 0.05
H -2.1564 -2.7337 -3.4088 -0.3 -0.2 -0.6 0.06
H -3.4644 -2.9578 -2.2638 0.1 -0.3 0.2 0.06
H -1.9652 -5.0167 -3.4659 -0.1 -0.4 -0.1 0.06
C -1.5967 -4.2655 1.7815 1.1 0.5 0.2 -0.09
O -1.1736 -3.9784 0.3892 -0.8 -0.6 1.7 -0.15
H -2.6531 -4.5032 1.9062 0.1 0.0 -0.7 0.08
H -0.9951 -5.0209 2.2870 -0.1 -0.6 -0.7 0.08
H -1.3492 -3.4210 2.4246 -0.4 0.6 -0.3 0.07
H -0.3044 -4.3707 0.2786 0.0 0.0 -0.1 0.08
C 2.1459 -2.2084 -2.9357 1.6 -0.1 0.4 -0.11
O 3.5546 -2.1024 -3.2349 0.2 0.5 -0.7 -0.15
H 2.1736 -2.2721 -1.8479 -1.1 -0.2 0.1 0.06
H 1.6587 -1.2844 -3.2470 0.0 -0.3 0.0 0.04
H 1.7436 -3.0841 -3.4451 -0.4 0.1 0.2 0.09
H 4.0025 -2.9346 -3.0661 -0.3 -0.1 0.0 0.06
C -0.0135 -0.6055 0.4895 -0.5 -1.1 -0.5 -0.10
O -1.2436 -1.2488 0.8951 0.3 1.7 0.8 -0.15
H 0.0526 0.4771 0.5980 -1.0 0.0 0.3 0.06
H 0.8451 -0.9751 1.0501 0.1 -0.3 -0.1 0.06
H 0.0456 -0.8380 -0.5738 0.8 0.2 -0.2 0.07
H -1.2318 -2.1521 0.5702 0.3 -0.3 -0.3 0.01
C -0.4950 -0.3523 -5.1708 0.3 0.9 0.2 -0.16
O -0.7830 -0.5221 -3.7994 -0.8 -1.0 -0.4 -0.16
H -0.8870 0.6017 -5.5233 -0.4 0.1 -0.2 0.07
H 0.5795 -0.2211 -5.2991 0.3 -0.5 -0.3 0.05
H -0.8873 -1.1527 -5.7981 0.1 -0.1 0.3 0.08
H -0.2691 0.1460 -3.3399 0.5 0.5 0.5 0.00
```
Positions in Å, forces in eV/Å.